[1]
10
Properties=species:S:1:pos:R:3:forces:R:3 method="wB97M-V/def2-TZVPD" total_charge=0 smiles="C=C(F)OCF" homo_lumo_gap_ev=10.47
C -0.463283 -1.684642 0.146904 0.2943 -1.0010 0.2217
C 0.029638 -0.477689 -0.016930 -0.5150 2.2395 -0.0292
F 1.316425 -0.322712 0.338195 0.2216 0.8497 0.0058
O -0.590919 0.746396 -0.380205 1.2475 -2.1092 -0.0554
C 0.237382 1.930284 -0.438269 -1.7530 -0.2694 -0.2096
F -0.606422 2.915206 -0.928350 -0.2914 -0.1792 1.0472
H 0.309422 -2.343222 0.683131 -1.7033 0.6182 -1.2140
H -1.454104 -1.989271 -0.224472 0.7290 0.1453 0.6020
H 0.907005 1.934684 -1.292292 1.2087 -0.8264 0.8241
H 0.495595 2.099003 0.632673 0.5615 0.5325 -1.1926

[2]
11
Properties=species:S:1:pos:R:3:forces:R:3 method="wB97M-V/def2-TZVPD" total_charge=0 smiles="FC(F)CC(=S)S" homo_lumo_gap_ev=8.64
F 1.751252 0.378049 -1.102694 0.1140 0.1982 0.8124
C 1.368180 0.949053 0.115073 -0.9090 -0.0984 -1.1326
F 2.463808 1.262365 0.802277 0.7393 0.0572 0.2689
C 0.516222 -0.007251 0.896485 -0.1599 -0.8273 0.7522
C -0.807326 -0.340668 0.242809 0.4204 -0.1418 -0.6549
S -2.203745 0.370133 0.629942 -0.1137 0.0884 0.2309
S -0.743333 -1.506800 -1.035822 -0.1673 -0.1454 -0.1244
H 0.825676 1.844803 -0.151746 -0.0514 0.4371 -0.0312
H 1.140427 -0.908352 1.093210 -0.5324 0.4371 -0.0731
H 0.198763 0.437746 1.842300 0.6020 0.1728 0.0139
H 0.590394 -1.558068 -1.112145 0.0582 -0.1779 -0.0621

What E_HOMO values result from the calculations? In sequence: -9.54, -9.15 eV.
What LUMO values result from the calculations? In sequence: 0.03450, -0.01879 Ha.
What ΔE to the lowest compared entry with this formula, charge and spin values result from the calculations? In sequence: 153.4, 8.5 kJ/mol.